{"formula": "C18H22BrN2O4PdSb", "method": "ωB97M-V/def2-TZVPD", "relative_energy_kcal_mol": 0.0, "total_energy_ha": -4051.700292, "gap_ev": 6.27, "charge": 0, "molar_mass_g_mol": 638.47, "symbols": ["H", "H", "H", "O", "C", "C", "H", "H", "Br", "C", "C", "H", "C", "C", "O", "H", "H", "H", "H", "N", "H", "C", "C", "H", "H", "O", "C", "Sb", "C", "H", "H", "C", "C", "O", "C", "H", "H", "H", "H", "N", "H", "C", "Pd", "C", "C", "C", "H", "C", "H"], "coordinates": [[-0.4608, -1.6184, -2.6140], [-2.7315, 2.3614, 0.4206], [-3.9923, -3.3433, -0.3486], [6.7985, -1.3472, 2.6155], [6.5799, -0.4707, 1.7690], [1.7419, -2.1527, 1.7168], [-0.1289, 2.2089, 1.5274], [-3.4797, -1.7215, -1.9778], [0.0566, 6.2658, -1.3607], [5.1151, -0.4595, 1.2382], [-0.0526, 3.9716, 0.3054], [4.4147, -2.0127, 2.5391], [-3.7248, 0.4260, 0.5438], [4.7516, 0.4083, 0.2152], [1.8659, -2.9471, 2.6091], [5.5198, 1.0408, -0.2097], [-0.3452, 4.6412, 1.1006], [-3.9360, -4.2155, 1.1743], [3.1147, 1.1180, -0.9951], [2.5096, -0.3371, 0.3360], [-2.2901, -2.5146, 2.0991], [-2.4430, -2.6636, 1.0302], [0.0615, 2.6173, 0.5439], [-4.6193, -2.5964, 1.1215], [-4.5772, -0.0876, 0.0957], [7.3059, 0.3799, 1.2292], [0.2178, 4.4389, -0.9714], [-2.0393, -0.8046, 0.0848], [-2.4997, -1.2420, -1.9545], [-1.6361, -3.3191, 0.7035], [-1.6948, -2.3600, -3.6331], [0.7077, 2.2098, -1.6227], [0.6103, 3.5472, -1.9554], [0.6335, -2.0435, 0.9881], [-1.4315, -2.1178, -2.6027], [-3.4719, 1.8432, -1.0917], [-2.5996, -0.2868, -2.4739], [-4.4782, 2.4337, 0.2237], [1.0195, 1.4802, -2.3583], [0.4329, 1.7450, -0.4013], [0.8414, 3.8776, -2.9571], [-3.5907, 1.8426, -0.0064], [0.4864, -0.2578, 0.1720], [4.1432, -1.3040, 1.7683], [2.8553, -1.2220, 1.2911], [3.4412, 0.4502, -0.2084], [-3.8751, 0.4259, 1.6234], [-3.8239, -3.2287, 0.7234], [-1.3024, -3.0593, -2.0661]], "forces_ev_per_a": [[0.0, 0.0, 0.0], [0.0, 0.0, 0.0], [0.0, 0.0, 0.0], [0.0, 0.1, 0.1], [0.1, -0.2, -0.2], [0.1, 0.0, 0.0], [0.0, 0.0, 0.0], [0.0, 0.0, 0.0], [0.0, 0.0, 0.0], [0.0, 0.1, 0.1], [0.0, 0.0, 0.0], [0.0, 0.0, 0.0], [0.0, 0.0, 0.0], [0.0, 0.0, 0.0], [0.0, 0.0, 0.0], [0.0, 0.0, 0.0], [0.0, 0.0, 0.0], [0.0, 0.0, 0.0], [0.0, 0.0, 0.0], [0.1, 0.1, 0.1], [0.0, 0.0, 0.0], [0.0, 0.0, 0.0], [0.2, 0.1, 0.0], [0.0, 0.0, 0.0], [0.0, 0.0, 0.0], [0.0, 0.1, 0.1], [0.0, 0.0, 0.0], [0.2, -0.1, -0.3], [0.0, 0.0, 0.0], [0.0, 0.0, 0.0], [0.0, 0.0, 0.0], [0.0, -0.1, -0.1], [0.0, 0.0, 0.0], [-0.1, 0.2, 0.0], [0.0, 0.0, 0.0], [0.0, 0.0, 0.0], [0.0, 0.0, 0.0], [0.0, 0.0, 0.0], [0.0, 0.0, 0.0], [-0.3, -0.2, 0.0], [0.0, 0.0, 0.0], [0.0, 0.0, 0.0], [0.0, 0.1, 0.2], [0.0, 0.0, 0.0], [0.0, -0.1, -0.1], [0.0, 0.0, 0.1], [0.0, 0.0, 0.0], [0.0, 0.0, 0.0], [0.0, 0.0, 0.0]], "nbo_charge": [0.21, 0.20, 0.20, -0.72, 0.73, 0.74, 0.23, 0.22, 0.14, -0.02, -0.27, 0.28, -0.73, -0.22, -0.56, 0.26, 0.25, 0.23, 0.19, -0.49, 0.24, -0.72, 0.07, 0.21, 0.23, -0.73, -0.04, 1.21, -0.73, 0.26, 0.22, 0.06, -0.26, -0.73, -0.62, 0.21, 0.22, 0.22, 0.23, -0.46, 0.25, -0.62, 0.68, -0.18, 0.06, 0.03, 0.23, -0.63, 0.22]}